20
Properties=species:S:1:pos:R:3 method="wB97M-V/def2-TZVPD" energy_ev=-11412.618 e_above_lowest_kcal_mol=152.17 gap_ha="0.286 / 0.286" e_homo_ev="-7.01 / -7.01" fmax_ev_per_a=3.69 e_lumo_ev="0.77 / 0.77"
O -2.049 0.038 -0.829
O 2.536 -0.960 -1.041
N -2.758 0.422 0.351
N 0.638 1.101 -1.064
C -0.503 -0.898 -0.349
C 1.612 -1.342 -0.083
C 0.242 0.820 1.337
C 0.283 0.240 -0.045
H 1.105 1.957 -0.806
H 1.379 -2.389 -0.263
H 1.005 1.587 1.474
H 2.681 -0.005 -0.940
H -0.441 -1.368 -1.322
H 1.969 -1.244 0.947
H -0.749 1.258 1.478
H -3.026 1.396 0.202
H -0.923 -1.437 0.490
H -3.626 -0.116 0.347
H 0.365 0.047 2.093
H 0.257 0.894 -1.977


12
Properties=species:S:1:pos:R:3 method="wB97M-V/def2-TZVPD" energy_ev=-145798.687 e_above_lowest_kcal_mol=102.11 gap_ha="0.300 / 0.267" e_homo_ev="-8.73 / -8.39" fmax_ev_per_a=3.01 e_lumo_ev="-0.57 / -1.13"
Br 1.194 2.319 -0.881
Br 2.361 -0.551 -1.177
N -0.184 -0.949 2.533
C -1.668 0.423 -0.584
C 0.922 -0.717 2.578
C 0.965 0.385 -0.411
C -0.576 -0.351 -0.993
H -0.530 -1.478 -0.860
H 1.979 -0.452 2.496
H -1.792 1.458 -0.922
H -0.254 -0.156 -1.985
H -2.417 0.069 0.206


117
Properties=species:S:1:pos:R:3 method="wB97M-V/def2-TZVPD" energy_ev=-237576.689 total_charge=+1 spin_multiplicity=3 gap_ha="0.192 / 0.194" e_homo_ev="-9.41 / -9.26" fmax_ev_per_a=5.19 e_lumo_ev="-4.18 / -3.99"
Ge -1.789 4.167 -3.936
Cr -1.892 0.619 -1.276
Cl -1.271 5.469 -2.190
Cl -4.053 4.126 -3.566
Cl -3.747 1.087 -2.518
S 2.420 -1.141 -3.492
S -0.389 -1.145 -3.566
P -2.736 2.262 0.475
F 1.697 -1.540 -6.029
F 2.007 0.525 -5.614
F 2.841 -2.016 3.082
F 3.645 -0.858 -5.773
F -0.293 -3.434 -2.521
F 0.111 -3.367 -4.716
F -1.881 -3.269 -3.998
O -0.525 -0.624 -4.878
O -0.904 2.007 -2.302
O 3.363 -0.237 -2.823
O -0.155 0.364 -0.219
O 2.792 -2.528 -3.612
O -1.353 -0.879 -2.493
O 0.751 3.094 -3.342
N 1.002 -0.914 -2.842
N -3.028 -0.555 -0.008
N 7.686 -2.619 3.340
N 3.679 1.843 -0.742
N 5.405 -1.172 2.498
C 5.562 -2.546 2.162
C -3.855 1.173 1.368
C 0.961 0.802 -0.438
C 3.425 0.901 0.247
C -1.622 2.826 1.864
C 7.022 -2.956 2.056
C -2.474 -4.144 -0.828
C -4.614 -3.484 -1.623
C -4.320 -1.161 1.941
C 1.321 1.724 -1.484
C 4.463 0.459 1.039
C -0.638 -2.948 -3.750
C -0.432 3.490 1.131
C -1.017 -2.494 0.528
C 7.272 -1.239 3.960
C 0.386 2.322 -2.471
C -2.286 -2.909 -0.244
C 2.951 -0.961 2.215
C 4.252 -0.508 1.960
C 2.419 -0.683 -5.324
C -1.223 1.596 2.663
C -5.036 -0.745 3.006
C 1.872 -0.485 1.529
C -3.528 4.837 0.713
C -5.098 0.600 3.346
C -5.195 3.337 -0.440
C 5.496 2.669 -2.353
C -4.463 -2.260 -1.005
C -4.463 1.574 2.510
C -5.617 -1.282 -1.119
C 5.774 -0.899 3.886
C 6.065 1.555 -1.526
C -3.711 -0.205 1.040
C -3.823 -5.732 -2.277
C -3.622 -4.440 -1.597
C -3.246 -1.924 -0.398
C 2.115 0.445 0.484
C 2.631 2.251 -1.527
C -3.725 3.625 -0.165
C -5.896 1.045 4.546
C 4.970 2.432 -0.961
H 7.573 -3.404 3.982
H 7.094 -4.035 1.893
H 5.556 0.150 4.175
H -5.633 4.150 -0.998
H 0.100 4.176 1.783
H 5.880 0.523 -1.830
H -4.287 -2.206 1.640
H -0.323 1.840 3.245
H -5.421 -1.407 3.780
H 7.525 -2.405 1.277
H -1.313 -1.603 1.073
H -5.585 -3.721 -2.091
H -3.279 3.772 -1.144
H -3.316 -5.694 -3.264
H -5.949 2.145 4.633
H 5.251 3.123 -0.197
H -2.095 3.568 2.461
H 8.669 -2.590 3.090
H -4.672 2.599 2.910
H 0.839 -0.778 1.763
H -0.776 -3.219 1.309
H -5.352 2.434 -0.982
H -5.723 3.273 0.516
H -6.937 0.638 4.447
H 5.447 0.757 0.791
H -4.166 4.735 1.622
H -6.322 -1.338 -0.266
H -1.749 -4.921 -0.619
H 4.867 2.268 -3.144
H 5.043 -3.191 2.837
H -2.442 5.065 0.960
H -0.741 4.028 0.301
H 2.810 3.051 -2.216
H -5.397 -0.237 -1.210
H 5.327 -1.628 4.575
H -2.011 1.273 3.295
H -3.353 -6.561 -1.763
H -5.673 0.560 5.502
H -3.767 5.725 0.166
H 7.916 -0.595 3.355
H -4.845 -5.958 -2.523
H 6.088 3.563 -2.590
H 7.559 -1.262 5.013
H 0.269 2.750 0.844
H 5.116 -2.838 1.207
H -0.210 -2.230 -0.120
H -6.122 -1.605 -2.049
H 7.046 1.641 -1.135
H -0.955 0.698 2.092


49
Properties=species:S:1:pos:R:3 method="wB97M-V/def2-TZVPD" energy_ev=-246359.092 e_above_lowest_kcal_mol=31.15 total_charge=+1 gap_ha=0.340 e_homo_ev=-11.96 fmax_ev_per_a=3.89 e_lumo_ev=-2.69
Br -3.451 0.606 7.126
Br -2.122 0.196 4.241
Br -0.438 1.551 6.605
Cl -0.711 2.131 -3.222
F 3.260 0.582 -1.896
O 0.166 -2.548 -0.894
N 1.452 2.913 -1.887
N 2.266 0.372 -0.952
C -0.195 0.446 -0.467
C 2.628 -0.897 -0.270
C -0.909 -3.263 1.139
C -2.592 1.822 2.277
C 0.817 -0.796 -2.613
C 2.462 1.484 0.039
C 0.874 0.394 -1.592
C -2.692 1.272 -0.378
C -1.692 0.175 -0.867
C 2.004 2.866 -0.538
C -2.601 1.511 1.135
C 0.050 -2.096 -2.236
C -0.962 -3.301 -0.444
C 0.941 1.710 -2.504
C -1.816 0.271 6.156
H 3.554 1.473 0.287
H 2.770 -1.761 -0.963
H -1.272 -2.252 1.440
H 1.957 -1.203 0.557
H 3.638 -0.734 0.191
H -2.009 -0.794 -0.402
H 0.357 -2.911 -2.953
H 1.947 1.283 1.011
H -1.464 -4.103 1.605
H -1.456 -0.704 6.464
H -1.950 -2.904 -0.778
H -1.043 -1.936 -2.452
H -3.725 0.863 -0.542
H -2.644 2.310 3.246
H 1.549 1.502 -3.420
H -0.893 -4.368 -0.786
H -0.215 1.450 0.042
H -2.625 2.224 -0.953
H -1.855 0.027 -1.963
H 2.885 3.555 -0.488
H 2.129 3.338 -2.515
H 1.266 3.305 0.188
H 0.033 -0.271 0.364
H 1.825 -1.116 -2.992
H 0.185 -3.282 1.388
H 0.317 -0.392 -3.534


11
Properties=species:S:1:pos:R:3 method="wB97M-V/def2-TZVPD" energy_ev=-10603.820 e_above_lowest_kcal_mol=116.39 gap_ha=0.310 e_homo_ev=-9.83 fmax_ev_per_a=6.67 e_lumo_ev=-1.39
N -1.495 -0.391 0.811
N -1.454 0.219 -1.433
N 1.269 1.642 -0.455
N -1.920 0.364 -0.119
N -0.297 0.416 -1.829
C -0.374 -1.014 0.785
C 0.752 -0.539 0.225
C 0.599 0.555 -0.689
H 1.769 -0.902 0.618
H -0.242 -1.950 1.398
H 1.395 1.601 0.689


93
Properties=species:S:1:pos:R:3 method="wB97M-V/def2-TZVPD" energy_ev=-53794.798 e_above_lowest_kcal_mol=0.00 total_charge=+1 gap_ha=0.230 e_homo_ev=-10.10 fmax_ev_per_a=4.02 e_lumo_ev=-3.84
Cl 1.009 -0.500 10.050
N 0.217 3.109 5.078
N -0.919 -2.237 9.160
N 0.074 0.897 4.981
C 3.520 -1.972 5.128
C 0.316 1.962 5.834
C -1.198 -1.287 5.045
C -0.380 -0.936 8.982
C -3.690 -1.609 5.379
C -0.197 2.772 3.804
C 2.936 0.373 4.891
C 0.013 -0.543 5.254
C 2.982 3.339 3.905
C -2.860 -0.644 3.276
C -0.270 5.043 6.604
C 0.503 4.435 5.575
C -1.129 -2.686 5.072
C 1.914 6.390 5.665
C 1.147 -1.270 5.710
C 1.591 5.190 5.042
C -1.790 4.886 6.895
C 3.069 -0.591 7.151
C -2.341 -2.395 9.125
C -0.202 1.428 3.727
C -0.100 -3.322 9.612
C 1.803 5.067 2.524
C -0.137 -3.348 5.792
C 2.509 4.781 3.846
C 2.645 -0.853 5.715
C -2.606 -0.711 4.781
C 0.327 6.039 7.391
C -2.465 6.242 6.602
C 1.403 6.776 6.910
C -2.489 3.858 6.049
C 0.959 -2.591 6.174
C 3.799 5.618 3.817
C -2.014 4.567 8.375
C -2.807 0.655 5.409
B 0.258 2.201 7.316
H -2.167 0.048 2.789
H -1.733 5.416 9.011
H -1.124 -0.142 9.176
H -3.549 6.161 6.761
H 2.661 0.245 3.839
H 2.626 7.068 5.206
H -1.923 -3.289 4.628
H -2.737 -1.631 2.815
H 3.415 3.111 4.885
H 3.752 3.161 3.133
H 3.498 -2.879 5.733
H -2.786 -1.802 9.956
H 0.305 -3.076 10.600
H -3.526 -1.773 6.449
H 4.315 5.592 4.784
H -0.128 6.348 8.331
H 1.725 -3.079 6.776
H 4.562 -1.626 5.077
H -0.693 -4.238 9.649
H 4.487 5.218 3.056
H 3.186 -2.220 4.117
H -0.478 3.514 3.080
H 0.998 4.359 2.326
H 2.934 -1.472 7.785
H 2.412 1.232 5.304
H 2.518 4.988 1.692
H 3.603 6.661 3.547
H -3.877 0.924 5.359
H -0.075 -0.913 7.945
H -2.631 -3.467 9.220
H 1.372 6.076 2.531
H -2.757 -1.994 8.183
H -4.668 -1.123 5.267
H 2.163 2.653 3.696
H -2.497 0.678 6.463
H -3.882 -0.290 3.089
H -2.405 4.082 4.980
H -0.354 0.796 2.874
H -2.079 7.049 7.239
H 4.136 -0.321 7.178
H 2.491 0.228 7.588
H 4.010 0.605 4.935
H -0.804 1.925 7.848
H -3.763 -2.582 4.890
H -2.294 6.531 5.556
H 0.738 -3.482 8.927
H -1.432 3.692 8.681
H -2.264 1.418 4.849
H -0.195 -4.425 6.003
H 1.778 7.641 7.426
H 1.302 1.909 7.871
H -3.086 4.375 8.545
H -3.563 3.863 6.304
H -2.093 2.865 6.261


20
Properties=species:S:1:pos:R:3 method="wB97M-V/def2-TZVPD" energy_ev=-32636.501 e_above_lowest_kcal_mol=35.48 gap_ha=0.374 e_homo_ev=-9.70 smiles=CC[Si]([SiH3])(Cl)CC fmax_ev_per_a=2.68 e_lumo_ev=0.49
Cl -0.693 -0.556 -2.924
Si 0.153 0.145 -1.114
Si 1.014 2.397 -0.865
C 1.352 -1.183 -0.315
C 0.738 -2.400 0.331
C -1.422 -0.007 0.072
C -1.518 0.780 1.382
H 1.001 2.972 -2.197
H -0.020 -2.282 1.161
H 2.294 2.819 -0.171
H 1.583 -2.934 0.794
H -1.582 -1.121 0.290
H -0.622 0.854 1.995
H -1.651 1.802 1.074
H 1.970 -0.558 0.459
H 1.991 -1.673 -1.037
H -2.466 0.441 1.937
H -0.035 2.975 -0.031
H -2.180 0.442 -0.500
H 0.095 -2.915 -0.340


64
Properties=species:S:1:pos:R:3 method="wB97M-V/def2-TZVPD" energy_ev=-52738.507 e_above_lowest_kcal_mol=42.87 total_charge=+3 spin_multiplicity=2 gap_ha="0.176 / 0.214" e_homo_ev="-16.35 / -16.36" fmax_ev_per_a=3.31 e_lumo_ev="-11.57 / -10.54"
Ru 0.201 -0.135 -0.049
O -3.339 2.058 1.866
O 6.094 0.419 -4.348
O 7.339 -1.292 -3.708
O -1.562 -1.514 -3.940
O -0.106 -0.886 -2.371
O -1.427 1.040 1.532
N 1.875 -1.779 -0.271
N 0.651 2.117 -0.300
N 1.543 0.795 1.916
N -0.275 -1.922 1.428
N -2.099 0.122 -0.864
C 0.177 2.716 -1.374
C -1.406 -2.061 2.103
C 0.090 -4.279 1.627
C 4.903 -2.255 -2.356
C -1.250 -0.984 -2.797
C 2.983 -1.557 -1.071
C 2.039 4.042 0.154
C 1.557 2.742 0.482
C 4.319 0.084 -2.230
C 3.181 2.593 2.272
C -3.739 -0.587 -2.452
C 3.816 -2.568 -1.562
C -2.420 -0.468 -2.014
C 1.471 4.680 -0.966
C 6.272 -0.546 -3.657
C 3.077 4.602 0.932
C -4.748 -0.052 -1.664
C 2.110 2.043 1.593
C -3.063 0.660 -0.115
C 1.713 -2.825 0.453
C -2.564 1.285 1.160
C 3.648 3.872 1.947
C -4.407 0.596 -0.484
C 5.163 -0.929 -2.688
C 3.244 -0.229 -1.428
C 0.541 4.019 -1.734
C -1.136 -4.430 2.254
C 0.489 -3.009 1.201
C -1.891 -3.297 2.517
H 5.511 -3.062 -2.737
H 0.608 0.902 2.325
H -0.521 2.155 -1.988
H -2.827 -3.359 3.045
H -5.182 1.020 0.135
H 0.105 4.477 -2.611
H -4.236 2.233 1.538
H 7.423 -2.030 -3.083
H 1.787 5.681 -1.222
H -5.785 -0.139 -1.955
H 2.133 0.261 2.554
H 3.640 2.052 3.088
H -1.486 -5.407 2.550
H 2.560 0.540 -1.064
H 3.424 5.597 0.699
H 3.601 -3.605 -1.358
H -3.959 -1.093 -3.380
H -0.806 -1.830 -4.472
H 2.465 -3.611 0.520
H 4.453 4.297 2.524
H 0.734 -5.128 1.453
H -1.929 -1.150 2.360
H 4.512 1.103 -2.528